The following is a quantum chemistry calculation of a molecular structure, C7H11HoO6 in a non-equilibrium geometry, from the OMol25 dataset.

Summary:
* orbital gap (spin up / spin down): 0.2869 / 0.2955 Ha
* E: -45502.847 eV
* HOMO level (spin up / spin down): -0.64994 / -0.65013 Eh

ORCA input file:
```
! RIJCOSX wB97M-V def2-TZVPD def2/J DEFGRID3
* xyz 2 5
O -0.939 0.888 -1.315
O -0.858 2.076 0.547
O -2.530 0.611 0.171
C -1.459 1.174 -0.196
C -1.441 2.407 1.810
H -0.785 3.164 2.249
H -1.481 1.520 2.454
H -2.448 2.814 1.670
Ho -2.576 -0.709 -1.893
C -3.401 -4.098 -2.837
H -3.933 -4.521 -1.981
C -3.737 -2.673 -3.196
H -4.822 -2.509 -3.102
O -3.795 -4.846 -4.042
C -3.793 -4.004 -5.015
O -3.623 -2.776 -4.719
O -4.063 -4.412 -6.185
C -4.208 -3.418 -7.252
C -4.651 -4.144 -8.491
H -3.233 -2.930 -7.370
H -4.942 -2.679 -6.911
H -3.916 -4.902 -8.790
H -4.744 -3.410 -9.301
H -5.626 -4.622 -8.336
H -2.292 -4.193 -2.762
*
```